1.
Below is a molecular structure, C34H37F5N4OsSSi in a non-equilibrium geometry, with properties calculated with the ωB97M-V functional and the def2-TZVPD basis.

```
83
Properties=species:S:1:pos:R:3:forces:R:3
Os 10.33155 11.66140 11.17848 2.43 1.03 -0.54
C 7.15207 13.85889 13.80796 -0.69 -0.55 1.59
C 7.44589 12.33906 13.82122 0.29 0.67 -0.27
C 6.59502 11.63601 14.88236 1.37 -2.70 0.55
C 8.96073 12.08607 13.83998 -1.57 1.19 0.12
C 9.79576 12.76447 12.81096 0.49 1.01 2.37
C 11.26685 12.68246 12.95797 -2.37 -1.17 1.01
C 11.72809 12.00694 14.12927 2.09 -0.34 -1.77
C 13.21921 11.91586 14.34690 -0.20 -0.77 0.50
C 10.89718 11.43716 15.05259 -1.57 -0.38 0.79
C 9.49467 11.41765 14.93650 1.59 0.47 -0.59
H 6.08739 13.94573 13.59523 -0.01 0.18 -0.15
H 7.69716 14.34069 13.02519 0.29 0.70 -0.12
H 7.26910 14.28962 14.84564 0.33 -0.22 -1.24
H 7.12166 11.98319 12.83814 -0.10 -0.13 -0.11
H 6.99423 11.67078 15.95222 -0.83 0.65 -1.38
H 6.70614 10.52578 14.64812 -0.37 1.06 0.34
H 5.51905 11.82868 14.81696 0.44 0.39 0.09
H 9.51205 13.77633 12.48431 -0.51 -0.63 0.20
H 11.90367 13.36434 12.47646 0.64 1.11 -0.32
H 13.59547 12.92741 14.31388 0.55 0.24 0.13
H 13.73697 11.31172 13.57630 -0.40 0.39 0.10
H 13.46150 11.40781 15.30812 -0.15 0.67 -0.59
H 11.39429 11.09447 15.93610 -0.09 -0.46 0.47
H 8.85390 11.03202 15.72149 0.22 -0.12 -0.24
C 5.47537 11.54357 7.31136 -1.13 0.01 -0.15
C 5.37417 11.45405 8.70240 1.53 0.23 0.55
C 6.47857 11.82617 9.48650 -0.03 0.03 -0.89
C 7.64513 12.36585 8.89572 0.10 -0.08 -0.20
C 7.66942 12.58799 7.50269 -1.19 -0.68 0.36
C 6.55320 12.18744 6.72832 1.23 -0.23 0.67
Si 8.92310 13.14148 10.04853 -2.90 3.15 -1.65
C 9.56149 14.83778 9.30712 1.10 -2.43 -0.42
C 9.64045 15.95030 10.09909 -0.08 1.41 1.76
C 10.02440 17.23220 9.63199 -0.12 -0.59 -1.23
C 10.42169 17.36840 8.27310 -0.91 -2.01 0.86
C 10.42418 16.18353 7.49781 -0.26 0.28 0.05
C 10.01007 14.94003 7.99793 0.85 1.61 -0.63
H 4.67121 11.16047 6.64702 0.55 0.37 0.68
H 4.55588 11.06621 9.27855 -0.58 -0.24 -0.46
H 6.40520 11.67815 10.55784 0.08 0.14 0.02
H 8.50957 13.08768 7.05293 -0.05 -0.10 -0.24
H 6.57806 12.28297 5.65995 0.05 0.20 -0.31
H 7.97262 13.89379 10.94248 0.35 -0.78 0.47
H 9.37272 15.80726 11.16944 0.06 0.53 -0.75
H 9.92399 18.10742 10.26635 0.21 -0.22 0.04
H 10.63866 18.29804 7.78284 0.19 0.36 0.22
H 10.68594 16.21508 6.43859 0.09 0.18 0.33
H 10.11379 14.14743 7.28646 -0.23 -0.61 0.01
C 12.87036 10.18704 10.29696 0.78 0.02 1.31
N 14.13641 9.99360 9.60956 -2.71 -1.54 -0.27
C 15.04700 10.99987 9.98803 0.99 1.17 0.19
N 14.47601 12.28462 9.63478 -0.41 1.90 0.18
C 13.19791 12.56605 10.31394 1.54 -0.92 -0.82
N 12.18009 11.48102 10.00478 0.93 0.88 -1.56
C 12.06305 11.61949 8.46194 -0.19 -0.42 -0.69
N 13.33605 11.40686 7.74596 -1.31 -1.38 1.11
C 13.80805 10.04087 8.16076 0.31 0.71 0.11
C 14.31431 12.36838 8.18989 -0.66 0.18 0.75
H 13.02199 10.23626 11.39404 0.16 -0.44 -0.37
H 12.15622 9.42740 10.07152 -0.06 -0.75 -0.25
H 16.02932 10.84296 9.49382 -0.61 0.27 0.17
H 15.23172 11.04406 11.06555 -0.07 -0.53 0.02
H 12.80908 13.50274 9.91853 -0.03 0.20 0.39
H 13.38978 12.54776 11.37822 -0.05 0.24 0.22
H 11.64913 12.61882 8.29984 0.25 -0.02 -0.17
H 11.35446 10.88274 8.04997 0.10 0.12 0.52
H 14.74160 9.86727 7.65810 0.22 -0.33 -0.59
H 13.03585 9.29288 7.90550 0.56 0.30 0.18
H 13.99544 13.33593 7.84798 -0.13 0.71 0.18
H 15.26114 12.17961 7.76596 1.06 -0.36 -0.76
F 6.82106 8.36126 6.33159 0.13 -0.60 0.95
C 7.42476 8.30919 7.51028 1.22 -0.41 0.91
C 8.80090 7.90995 7.59954 -1.06 0.74 -0.72
F 9.29254 7.26282 6.56698 0.51 0.19 -0.26
C 9.57358 8.28831 8.67147 1.51 0.04 0.02
F 10.95249 8.14037 8.59937 -1.87 0.12 0.18
C 8.97696 8.85425 9.80524 0.12 -0.05 0.15
S 9.79942 9.61955 11.20416 -1.25 -3.40 -0.50
C 7.59681 8.84428 9.87857 -0.69 -0.02 -1.17
F 7.07962 9.23252 11.03938 -0.81 -0.06 -0.22
C 6.79301 8.56192 8.72382 -0.41 0.20 0.40
F 5.44473 8.54519 8.74471 1.12 0.38 0.38
```
Forces are in eV/Å.

Energy above the lowest of the compared OMol25 structures with the same formula, charge and spin (kcal/mol): 4.5
Gap between HOMO and LUMO (alpha / beta) (eV): 5.73 / 4.97
HOMO energy (alpha / beta) (eV): -13.9 / -14.2
LUMO level (alpha / beta) (hartree): -0.2994 / -0.3396
Spin multiplicity: 5
Charge: +2

Löwdin population analysis, charges in e, atoms 1 to 6: 1.137, -0.035, -0.369, -0.061, -0.117, -0.368

***

2.
Below is a molecular structure, C29H26MoN6O7 in a non-equilibrium geometry, with properties calculated with the ωB97M-V functional and the def2-TZVPD basis.

```
69
Properties=species:S:1:pos:R:3:forces:R:3
Mo -0.62328 0.15797 -0.47526 0.94 0.12 -0.41
O 1.85100 0.42256 1.71617 0.08 -0.03 0.03
C 1.74822 -0.76324 1.55804 0.04 0.35 0.14
O 1.82981 -1.31249 0.31500 0.09 -0.36 -0.09
C 1.40948 -1.72144 2.67693 -0.48 -0.11 -0.42
C 1.08458 -3.15184 2.18863 0.22 0.09 0.31
C 0.90618 -4.08488 3.39074 0.01 0.00 -0.04
C -0.48459 -3.66045 3.91585 -0.07 0.05 -0.06
C -0.83836 -2.55007 2.92533 0.06 0.05 0.34
O -0.25133 -2.98064 1.69406 -0.09 -0.10 -0.08
C 0.00430 -1.28355 3.27000 -0.09 -0.09 -0.54
C -0.65051 -0.08237 2.61211 0.33 0.23 1.21
O -1.05123 0.89608 3.16776 0.03 -0.31 -0.36
O -0.83370 -0.20901 1.25782 -0.69 -0.62 2.67
H 2.19685 -1.68508 3.42671 -0.02 0.11 0.04
H 1.74513 -3.52273 1.41300 -0.06 0.02 -0.09
H 1.70291 -3.96874 4.12309 0.00 -0.01 0.01
H 0.89869 -5.11982 3.05754 0.04 -0.01 0.02
H -0.48219 -3.30209 4.94316 0.03 -0.02 0.01
H -1.20613 -4.47156 3.84584 0.02 -0.01 0.00
H -1.90283 -2.35663 2.80100 0.02 -0.02 -0.04
H 0.04678 -1.07646 4.33447 0.00 0.04 0.01
C -1.66977 4.23483 0.40613 0.02 0.14 -0.22
C -1.49632 2.86132 0.49404 0.07 -0.19 0.11
N -1.14080 2.15985 -0.59321 -0.62 1.32 -0.15
C -0.94809 2.82375 -1.75470 -0.03 0.27 0.29
C -1.09104 4.20570 -1.79318 0.09 -0.41 -0.14
N -1.45928 4.89292 -0.72620 -0.04 0.17 0.25
C -0.62495 1.93180 -2.86131 0.15 -0.22 -0.07
C -0.49846 2.27988 -4.18804 0.04 -0.03 0.11
C -0.31066 1.28213 -5.15087 -0.03 0.06 0.04
C -0.32909 -0.04732 -4.71939 0.06 -0.06 0.05
C -0.48599 -0.32861 -3.38023 0.04 0.28 0.03
N -0.56828 0.64574 -2.44070 -0.03 0.68 -2.66
C -0.77125 -1.63570 -2.80090 0.04 -0.32 0.30
C -0.84547 -2.86353 -3.44880 0.08 0.38 -0.03
N -1.35109 -3.93338 -2.85932 -0.09 -0.19 0.19
C -1.79222 -3.81546 -1.61181 0.09 -0.08 -0.34
C -1.64350 -2.63862 -0.90011 0.00 0.22 0.18
N -1.10416 -1.55406 -1.48349 -0.67 -1.30 -0.78
C -0.20812 1.63601 -6.57589 -0.06 -0.03 -0.09
C 0.46509 2.78605 -6.98020 0.02 0.05 -0.02
C 0.47893 3.10152 -8.33351 -0.03 -0.21 0.36
N -0.13157 2.35062 -9.23578 0.02 0.20 -0.68
C -0.77299 1.25456 -8.86708 0.08 -0.06 0.40
C -0.83445 0.84854 -7.53934 0.02 -0.03 -0.03
H -1.98486 4.81081 1.26629 0.02 -0.04 0.04
H -1.62128 2.33479 1.43412 -0.02 -0.04 -0.03
H -0.89698 4.76706 -2.69921 -0.05 -0.04 -0.02
H -0.59974 3.31130 -4.49451 0.02 0.01 0.01
H -0.22950 -0.85184 -5.43461 -0.05 0.00 -0.01
H -0.49086 -2.98345 -4.46559 -0.06 0.06 -0.01
H -2.26684 -4.68114 -1.16956 0.04 0.02 0.08
H -1.95108 -2.55759 0.12984 0.11 0.00 0.05
H 0.99667 3.40863 -6.27115 -0.02 0.01 -0.01
H 0.99842 3.97896 -8.69909 0.00 0.00 0.02
H -1.25093 0.68042 -9.65166 -0.02 0.01 0.02
H -1.38896 -0.04015 -7.26600 -0.02 0.01 -0.03
C 3.49777 3.62099 -0.78067 -0.17 -0.09 -0.03
C 2.67597 2.42570 -1.22089 0.15 0.09 -0.01
O 1.48842 2.28218 -0.41113 0.00 -0.05 -0.13
H 4.32972 3.77911 -1.46603 0.02 -0.01 0.02
H 3.90823 3.46017 0.21777 0.01 0.02 0.00
H 2.88134 4.52033 -0.76621 0.05 0.03 -0.01
H 3.26905 1.50886 -1.17378 -0.05 0.01 -0.03
H 2.32089 2.54998 -2.24560 -0.01 -0.04 0.01
H 1.77568 2.33179 0.50748 0.04 -0.17 0.18
O 1.91888 -0.70314 -1.83305 -0.02 -0.03 0.06
C 1.33689 -0.63213 -0.80480 0.39 0.18 0.08
```
Forces are in eV/Å.

Energy above the lowest of the compared OMol25 structures with the same formula, charge and spin (kcal/mol): 47.7
Gap between HOMO and LUMO (alpha / beta) (eV): 6.75 / 5.82
HOMO energy (alpha / beta) (eV): -14.3 / -14.3
LUMO level (alpha / beta) (hartree): -0.2782 / -0.3119
Spin multiplicity: 3
Charge: +2

Löwdin population analysis, charges in e, atoms 1 to 6: 1.810, 0.153, -0.414, 0.085, -0.045, -0.237

***

3.
Below is a molecular structure, C34H54Cl5RuSb, with properties calculated with the ωB97M-V functional and the def2-TZVPD basis.

```
95
Properties=species:S:1:pos:R:3:forces:R:3
Ru 0.45313 0.21369 -0.20306 -0.27 -0.04 0.51
C 0.86452 3.66020 -0.84563 -0.02 0.00 -0.01
C 0.86181 2.72226 0.33887 0.02 0.17 -0.10
C -0.25030 2.71113 1.21239 -0.20 0.05 -0.14
C -1.35988 3.68957 0.92004 0.03 0.01 0.03
C -0.23680 1.89315 2.34603 -0.14 -0.08 0.14
C -1.36969 1.87218 3.34336 0.08 -0.01 -0.04
C 0.86869 1.04961 2.58264 -0.08 -0.15 0.15
C 0.87207 0.15016 3.79178 -0.06 0.02 -0.02
C 1.99318 1.09514 1.74555 0.25 -0.01 0.07
C 3.23674 0.30588 2.07751 -0.01 -0.02 -0.02
C 2.02882 2.01295 0.67654 0.20 0.09 -0.03
C 3.36407 2.42192 0.09604 -0.06 0.01 -0.01
H 1.11145 4.68040 -0.53432 -0.01 -0.04 -0.01
H -0.11360 3.70017 -1.32225 0.00 -0.01 0.00
H 1.58728 3.35776 -1.60032 -0.04 0.02 0.02
H -1.88751 3.44098 -0.00262 0.05 0.01 0.03
H -0.94344 4.69035 0.79340 0.01 0.01 0.02
H -2.09398 3.73834 1.71539 0.00 -0.01 -0.01
H -1.08989 2.42310 4.24654 -0.01 -0.03 -0.03
H -1.60265 0.85043 3.64579 0.02 0.02 -0.03
H -2.28426 2.30566 2.95760 0.00 0.01 -0.03
H 0.31720 -0.77555 3.59883 0.02 0.09 0.00
H 0.39481 0.63640 4.64036 0.02 0.00 -0.02
H 1.87779 -0.12392 4.09445 -0.01 -0.01 0.00
H 3.80977 0.80043 2.86774 -0.02 -0.01 -0.02
H 3.88795 0.20824 1.21174 -0.01 0.00 0.00
H 2.99518 -0.69668 2.42461 0.00 0.02 -0.02
H 3.76192 1.73707 -0.64334 0.00 -0.05 -0.06
H 4.09657 2.48417 0.90061 -0.01 0.01 0.00
H 3.30306 3.40450 -0.36546 0.01 -0.02 0.02
Cl -3.19819 1.05097 0.54890 0.12 -0.12 0.11
C -2.50294 -0.41547 1.17801 -0.12 0.01 -0.11
C -1.18631 -0.75183 0.87856 0.16 0.08 -0.13
C -0.74152 -1.93241 1.45013 0.07 0.01 -0.03
Cl 0.94055 -2.33044 1.13434 -0.08 -0.03 0.13
C -1.49851 -2.77133 2.25517 0.13 -0.03 -0.03
Cl -0.82370 -4.20190 2.91717 -0.01 -0.04 0.02
C -2.81403 -2.40528 2.51854 -0.07 0.02 0.00
Cl -3.80152 -3.40282 3.49784 -0.01 -0.02 0.03
C -3.31744 -1.21994 1.97966 -0.03 0.08 -0.06
Cl -4.93937 -0.76441 2.31173 0.00 -0.02 0.02
C -0.59098 -2.04555 -3.90585 0.01 -0.21 -0.13
C 0.66544 -2.65358 -3.29131 0.08 0.00 0.11
C 0.27012 -3.60126 -2.15580 -0.06 -0.09 -0.11
C 1.41256 -3.42477 -4.38182 -0.15 -0.03 0.02
Sb 1.80959 -1.01878 -2.35236 0.02 0.08 -0.31
C 3.80797 -1.84253 -1.90657 0.00 0.00 -0.06
C 4.32632 -2.79528 -2.98092 0.11 0.01 0.00
C 3.70057 -2.59232 -0.58054 0.10 -0.11 0.04
C 4.81243 -0.70587 -1.74410 0.10 -0.09 0.00
C 1.96286 0.49508 -3.94069 0.03 -0.02 -0.02
C 2.32158 -0.09625 -5.30351 0.04 0.14 -0.04
C 2.99597 1.55762 -3.56875 -0.03 0.07 -0.03
C 0.58636 1.16404 -3.99247 0.01 0.00 -0.21
H -1.25951 -2.86560 -4.19890 0.03 0.06 0.02
H -0.37616 -1.47132 -4.80759 0.02 -0.07 -0.01
H -1.13828 -1.40613 -3.21913 0.01 0.03 0.02
H -0.32147 -4.42692 -2.57094 0.04 0.06 0.03
H -0.34314 -3.10356 -1.40132 -0.01 0.03 -0.01
H 1.13646 -4.04054 -1.65506 -0.04 0.02 -0.04
H 0.67396 -4.02803 -4.92371 0.05 0.03 0.04
H 2.14733 -4.11320 -3.98171 0.07 -0.05 0.06
H 1.90028 -2.78368 -5.11311 0.01 0.02 0.01
H 3.81144 -3.75180 -2.95929 -0.02 -0.02 -0.02
H 5.38541 -2.99814 -2.77474 -0.09 0.01 -0.02
H 4.26371 -2.38380 -3.99031 0.00 -0.01 0.04
H 2.98118 -3.41398 -0.61987 0.04 0.06 0.02
H 3.43077 -1.92786 0.24239 0.01 0.00 -0.02
H 4.68102 -3.02745 -0.34265 -0.11 0.04 -0.03
H 5.10650 -0.27444 -2.69862 -0.02 0.02 -0.03
H 5.71944 -1.11006 -1.27739 -0.05 0.03 -0.05
H 4.44775 0.08934 -1.10058 -0.02 0.03 0.07
H 3.25390 -0.66447 -5.27558 -0.01 0.02 0.01
H 2.46625 0.72272 -6.02021 -0.04 -0.06 0.05
H 1.53861 -0.73868 -5.70312 -0.02 -0.01 0.03
H 4.01765 1.21002 -3.70179 0.04 -0.03 0.02
H 2.88443 1.91130 -2.54210 -0.02 -0.03 -0.04
H 2.85865 2.42458 -4.22916 0.03 -0.09 0.06
H -0.19004 0.49424 -4.36274 0.08 0.11 0.07
H 0.63146 2.03325 -4.66164 0.00 -0.10 0.01
H 0.26408 1.53040 -3.01547 0.04 0.06 0.09
C -4.91001 0.08532 -2.78785 -0.05 -0.05 -0.01
C -3.54881 0.72907 -3.04594 0.17 -0.13 0.03
C -3.22376 0.70327 -4.54998 0.00 0.02 -0.05
C -2.47901 0.05327 -2.24648 -0.37 0.05 0.03
H -5.67615 0.52778 -3.42875 0.03 -0.03 0.05
H -5.22629 0.20106 -1.74829 0.07 -0.01 -0.06
H -4.86418 -0.98613 -3.01067 -0.03 0.08 0.00
H -3.59188 1.78223 -2.74607 0.00 0.04 0.04
H -3.19434 -0.32677 -4.91681 0.00 0.05 0.01
H -2.25891 1.17029 -4.76353 -0.09 -0.02 0.03
H -3.99095 1.24166 -5.11212 0.04 -0.04 0.02
H -1.61721 0.60365 -1.88538 0.08 0.05 -0.08
H -2.63422 -0.93742 -1.83083 -0.03 0.12 -0.01
```
Forces are in eV/Å.

Energy above the lowest of the compared OMol25 structures with the same formula, charge and spin (kcal/mol): 5.0
Gap between HOMO and LUMO (alpha / beta) (eV): 8.13 / 7.26
HOMO energy (alpha / beta) (eV): -10.2 / -11.4
LUMO level (alpha / beta) (hartree): -0.0752 / -0.1523
Spin multiplicity: 6
Charge: +1

Löwdin population analysis, charges in e, atoms 1 to 6: 1.002, -0.038, -0.254, -0.199, -0.056, -0.187

***

> What is the formula in the third record?

C34H54Cl5RuSb

***

> Look up the spin multiplicity of the second one.

3